Record 1
A molecular structure, C40H57ClMgN3O4SSi4Te in a non-equilibrium geometry, computed with ωB97M-V with the def2-TZVPD basis set.

Results
molar mass: 975.7 g/mol
relative energy (zero: lowest compared OMol25 entry of this formula, charge and spin): 104.31 kJ/mol
net charge: -1
calculated total energy: -122681.484 eV

Positions of all 112 atoms, in Å:
Mg -2.466 0.212 0.096
C -6.686 0.123 -1.199
C -5.285 0.156 -1.295
N -4.502 -0.254 -0.323
C -5.057 -0.747 0.827
C -6.456 -0.847 0.996
C -7.261 -0.363 -0.057
C -6.979 -1.466 2.157
C -6.112 -2.036 3.049
C -4.715 -1.997 2.872
C -4.137 -1.322 1.805
N -2.827 -1.191 1.485
C -1.880 -2.188 1.561
C -1.541 -2.985 2.636
C -0.628 -4.052 2.485
C -0.097 -4.366 1.266
C -0.390 -3.555 0.143
C 0.051 -3.851 -1.171
C -0.155 -2.948 -2.159
C -0.836 -1.743 -1.867
N -1.459 -1.535 -0.727
C -1.201 -2.419 0.304
H -7.290 0.473 -2.026
H -4.799 0.525 -2.190
H -8.341 -0.412 0.041
H -8.052 -1.523 2.302
H -6.509 -2.537 3.926
H -4.080 -2.502 3.588
H -1.973 -2.790 3.608
H -0.370 -4.650 3.353
H 0.546 -5.231 1.146
H 0.570 -4.785 -1.360
H 0.204 -3.118 -3.164
H -1.022 -1.019 -2.652
C 4.600 -2.645 0.912
Si 5.023 -2.734 -0.923
C 6.896 -3.003 -1.014
C 4.187 -4.310 -1.538
Si 4.238 -0.850 -2.043
Te 1.947 -0.333 -1.346
Si 5.549 0.980 -1.447
C 5.740 1.169 0.427
C 4.787 2.626 -2.018
C 7.304 0.969 -2.164
Si 4.297 -1.094 -4.362
C 3.165 -2.499 -4.910
C 3.568 0.485 -5.091
C 5.961 -1.355 -5.232
H 4.860 -3.575 1.431
H 3.527 -2.468 1.045
H 5.132 -1.826 1.406
H 7.182 -3.988 -0.632
H 7.424 -2.246 -0.423
H 7.256 -2.925 -2.047
H 4.402 -5.164 -0.887
H 4.498 -4.570 -2.556
H 3.101 -4.160 -1.551
H 4.826 1.580 0.865
H 6.572 1.836 0.678
H 5.926 0.203 0.909
H 3.851 2.450 -2.561
H 5.466 3.170 -2.685
H 4.558 3.271 -1.163
H 7.868 0.085 -1.844
H 7.861 1.859 -1.852
H 7.265 0.959 -3.259
H 2.216 -2.424 -4.366
H 3.597 -3.480 -4.684
H 2.943 -2.463 -5.982
H 2.601 0.691 -4.619
H 3.415 0.422 -6.175
H 4.223 1.341 -4.889
H 6.612 -2.020 -4.653
H 6.487 -0.403 -5.353
H 5.832 -1.798 -6.224
C 1.354 4.514 0.260
C 1.068 3.073 -0.140
S -0.407 2.436 0.672
O -0.705 1.159 -0.098
C 0.253 1.829 2.260
C 1.726 1.457 2.312
H 2.214 4.877 -0.304
H 1.588 4.595 1.326
H 0.504 5.166 0.047
H 1.908 2.408 0.045
H 0.822 2.977 -1.200
H -0.387 0.959 2.420
H -0.005 2.591 2.999
H 1.958 0.679 1.581
H 1.963 1.072 3.307
H 2.365 2.323 2.131
C -4.540 4.342 4.154
C -5.518 3.346 3.587
C -6.266 2.546 4.447
C -7.267 1.723 3.962
Cl -8.208 0.766 5.076
C -7.553 1.680 2.611
C -6.778 2.433 1.746
C -5.762 3.247 2.218
O -5.141 4.049 1.297
C -3.733 3.902 1.135
C -3.308 2.498 0.695
O -2.971 1.688 1.610
O -3.247 2.237 -0.532
H -4.800 4.572 5.186
H -4.565 5.265 3.574
H -3.520 3.954 4.138
H -6.080 2.592 5.513
H -8.369 1.073 2.242
H -6.954 2.404 0.677
H -3.196 4.133 2.053
H -3.469 4.614 0.357

Löwdin population analysis, charges in e, atoms 1 to 8: number 1, Mg, carries 0.597; number 2, C, carries -0.057; number 3, C, carries -0.111; number 4, N, carries 0.079; number 5, C, carries -0.112; number 6, C, carries -0.181; number 7, C, carries -0.037; number 8, C, carries -0.091

Record 2
A molecular structure, C40H57KN12O2S3 in a non-equilibrium geometry, computed with ωB97M-V with the def2-TZVPD basis set.

Results
molar mass: 873.3 g/mol
relative energy (zero: lowest compared OMol25 entry of this formula, charge and spin): 75.50 kJ/mol
calculated total energy: -113213.174 eV

Positions of all 115 atoms, in Å:
K 0.193 0.007 -0.453
C -1.632 4.908 1.310
C -1.118 3.612 0.726
N -0.876 2.568 1.444
N -1.194 2.577 2.754
C -0.655 1.737 3.665
N -1.322 1.645 4.860
S 0.729 0.874 3.428
C -0.922 3.494 -0.713
C -0.724 4.608 -1.539
C -0.550 4.423 -2.895
C -0.594 3.132 -3.400
C -0.805 2.087 -2.512
N -0.966 2.249 -1.214
H -1.216 5.071 2.305
H -2.723 4.895 1.377
H -1.352 5.758 0.698
H -1.914 3.221 3.085
H -1.909 2.406 5.169
H -0.787 1.189 5.582
H -0.678 5.608 -1.136
H -0.385 5.270 -3.544
H -0.478 2.942 -4.453
H -0.861 1.070 -2.872
C -2.699 -0.456 1.682
N -3.452 -1.539 1.100
C -3.884 -2.520 2.070
C -3.102 -1.952 -0.168
N -2.012 -1.528 -0.685
C -1.783 -1.494 -2.047
C -2.733 -0.898 -2.858
C -2.533 -0.745 -4.229
C -1.374 -1.189 -4.797
C -0.364 -1.779 -4.009
C 0.837 -2.189 -4.618
C 1.836 -2.736 -3.865
C 1.664 -2.905 -2.495
C 0.499 -2.529 -1.847
N 0.459 -2.581 -0.470
C 0.977 -3.530 0.224
N 1.059 -4.873 -0.137
C 2.332 -5.552 -0.051
C 0.222 -5.371 -1.198
N 1.433 -3.283 1.490
C 1.249 -4.255 2.547
C 1.464 -1.912 1.932
C -0.553 -1.942 -2.608
N -4.006 -2.846 -0.725
C -5.428 -2.592 -0.644
C -3.634 -3.706 -1.819
H -3.268 -0.055 2.522
H -2.544 0.320 0.938
H -1.716 -0.775 2.045
H -4.693 -2.112 2.684
H -3.052 -2.794 2.729
H -4.239 -3.416 1.570
H -3.642 -0.530 -2.400
H -3.300 -0.275 -4.830
H -1.203 -1.081 -5.858
H 0.961 -2.039 -5.681
H 2.774 -3.024 -4.316
H 2.481 -3.278 -1.890
H 2.990 -5.038 0.643
H 2.816 -5.574 -1.035
H 2.175 -6.581 0.285
H -0.741 -4.867 -1.152
H 0.078 -6.444 -1.042
H 0.657 -5.210 -2.192
H 0.755 -5.140 2.149
H 0.626 -3.829 3.341
H 2.208 -4.553 2.986
H 1.877 -1.276 1.154
H 2.091 -1.830 2.819
H 0.458 -1.555 2.175
H -5.633 -1.853 0.125
H -5.963 -3.516 -0.403
H -5.805 -2.218 -1.606
H -2.558 -3.853 -1.823
H -3.931 -3.303 -2.794
H -4.122 -4.675 -1.676
O 7.626 2.455 -5.751
C 6.400 3.048 -5.669
O 6.172 4.022 -6.347
C 5.430 2.415 -4.775
C 4.084 2.788 -4.902
C 3.106 2.147 -4.193
C 3.427 1.107 -3.306
S 2.188 0.262 -2.510
C 4.781 0.780 -3.122
C 5.758 1.423 -3.838
H 7.652 1.655 -5.210
H 3.837 3.578 -5.598
H 2.064 2.415 -4.306
H 5.040 0.017 -2.403
H 6.793 1.160 -3.634
C 4.512 1.292 5.091
C 5.652 1.341 4.075
N 5.194 1.192 2.713
C 4.851 0.096 2.007
S 4.070 0.332 0.553
N 5.143 -1.176 2.340
C 5.801 -1.785 3.474
C 5.533 -3.283 3.443
H 4.893 1.479 6.091
H 4.021 0.323 5.074
H 3.758 2.035 4.845
H 6.401 0.579 4.296
H 6.142 2.318 4.129
H 4.750 2.013 2.321
H 4.866 -1.813 1.607
H 5.403 -1.371 4.403
H 6.882 -1.591 3.436
H 4.462 -3.468 3.490
H 6.014 -3.771 4.287
H 5.926 -3.707 2.522

Löwdin population analysis, charges in e, atoms 1 to 8: number 1, K, carries 0.558; number 2, C, carries -0.015; number 3, C, carries -0.242; number 4, N, carries 0.092; number 5, N, carries -0.044; number 6, C, carries -0.904; number 7, N, carries 0.067; number 8, S, carries 0.695

Record 3
A molecular structure, C40H60AlGeN7O2P, computed with ωB97M-V with the def2-TZVPD basis set.

Results
molar mass: 801.5 g/mol
relative energy (zero: lowest compared OMol25 entry of this formula, charge and spin): 48.88 kJ/mol
net charge: -1
calculated total energy: -129387.207 eV

Positions of all 112 atoms, in Å:
Al -0.081 -0.271 -0.252
N 1.633 -0.674 -0.650
P 2.857 -1.576 -0.739
N 4.112 -0.868 -1.622
C 5.064 -1.478 -2.518
C 5.066 -0.737 -3.857
C 5.359 0.748 -3.632
C 4.368 1.348 -2.632
C 4.383 0.533 -1.342
N 2.792 -3.100 -1.515
C 2.168 -4.156 -0.705
C 2.515 -5.528 -1.296
C 2.599 -5.450 -2.827
C 1.650 -4.366 -3.326
C 2.112 -2.992 -2.826
N 3.541 -1.974 0.757
C 4.898 -2.496 0.745
C 5.189 -3.304 2.009
C 4.762 -2.541 3.284
C 4.265 -1.134 2.953
C 3.124 -1.225 1.948
H 4.809 -2.529 -2.651
H 6.079 -1.428 -2.088
H 4.082 -0.847 -4.320
H 5.813 -1.174 -4.526
H 5.320 1.291 -4.579
H 6.375 0.852 -3.233
H 3.356 1.322 -3.045
H 4.623 2.390 -2.421
H 3.616 0.886 -0.653
H 5.367 0.645 -0.855
H 1.082 -4.024 -0.669
H 2.536 -4.078 0.315
H 1.735 -6.230 -0.996
H 3.466 -5.884 -0.891
H 2.340 -6.416 -3.268
H 3.619 -5.204 -3.138
H 0.647 -4.586 -2.953
H 1.609 -4.354 -4.417
H 1.255 -2.310 -2.756
H 2.823 -2.564 -3.539
H 5.648 -1.695 0.653
H 4.997 -3.133 -0.135
H 6.259 -3.524 2.030
H 4.666 -4.262 1.953
H 5.589 -2.492 3.995
H 3.943 -3.074 3.773
H 5.077 -0.523 2.551
H 3.902 -0.642 3.857
H 2.762 -0.233 1.665
H 2.282 -1.743 2.429
C -2.383 2.669 -3.204
Ge -2.377 0.946 -2.211
C -1.116 -0.181 -3.279
C -4.132 0.055 -2.365
C -1.817 0.871 -0.324
H -2.618 2.461 -4.250
H -1.398 3.132 -3.153
H -3.116 3.379 -2.820
H -0.961 0.189 -4.293
H -1.489 -1.206 -3.342
H -0.139 -0.213 -2.781
H -4.478 -0.004 -3.400
H -4.889 0.560 -1.769
H -4.017 -0.954 -1.971
H -2.681 0.510 0.241
C 0.572 3.599 -1.292
C 0.984 2.372 -0.775
N 0.304 1.663 0.098
C -1.100 2.026 0.391
C -1.382 3.506 0.157
C -0.566 4.182 -0.732
C -2.207 4.247 1.052
C -3.276 3.863 1.816
C -4.341 2.963 1.470
C -4.599 2.569 0.141
C -5.823 2.019 -0.138
N -6.743 1.760 0.806
C -6.375 2.089 2.036
N -5.261 2.687 2.423
H 1.175 4.118 -2.024
H 1.943 1.954 -1.066
H -1.246 1.849 1.467
H -0.807 5.214 -0.977
H -1.866 5.267 1.242
H -3.499 4.467 2.690
H -3.876 2.782 -0.633
H -6.120 1.782 -1.154
H -7.092 1.864 2.822
C -1.016 -8.378 0.295
C -1.217 -6.890 0.177
C -1.731 -6.334 -0.985
C -1.940 -4.963 -1.109
C -2.500 -4.392 -2.384
C -1.603 -4.131 -0.037
C -1.070 -4.670 1.139
C -0.701 -3.778 2.294
C -0.888 -6.043 1.228
C -1.829 -2.640 -0.160
O -2.946 -2.210 -0.368
O -0.754 -1.916 -0.024
H -1.588 -8.906 -0.467
H -1.330 -8.737 1.276
H 0.038 -8.642 0.170
H -1.982 -6.981 -1.819
H -2.793 -5.185 -3.072
H -1.762 -3.754 -2.876
H -3.365 -3.768 -2.168
H -1.552 -3.159 2.585
H 0.104 -3.103 2.003
H -0.379 -4.362 3.156
H -0.477 -6.463 2.142

Löwdin population analysis, charges in e, atoms 1 to 8: number 1, Al, carries 0.171; number 2, N, carries -0.092; number 3, P, carries 0.621; number 4, N, carries -0.204; number 5, C, carries -0.235; number 6, C, carries -0.190; number 7, C, carries -0.211; number 8, C, carries -0.188

Record 4
A molecular structure, C40H60ErN2O2 in a non-equilibrium geometry, computed with ωB97M-V with the def2-TZVPD basis set.

Results
molar mass: 768.2 g/mol
net charge: +1
<S²>: 3.75
2S+1: 4
calculated total energy: -77149.093 eV

Positions of all 105 atoms, in Å:
Er 0.528 0.588 0.979
C -1.855 0.647 3.387
N -1.346 1.524 2.315
C -0.994 2.832 2.901
C -2.422 1.752 1.322
C -2.580 0.600 0.324
N -1.343 0.405 -0.453
C -1.282 1.423 -1.523
C 0.068 1.652 -2.150
C 0.202 1.528 -3.522
C 1.299 2.053 -4.191
C 2.154 2.856 -3.447
C 2.056 3.021 -2.073
C 1.078 2.275 -1.372
O 0.992 2.210 -0.040
C 2.884 4.079 -1.349
C 3.778 4.910 -2.273
C 1.890 5.033 -0.665
C 3.774 3.410 -0.299
C 1.483 1.783 -5.674
C 1.586 0.262 -5.857
C 2.756 2.415 -6.240
C 0.281 2.321 -6.463
C -1.326 -0.942 -1.082
C -1.553 -2.041 -0.082
C -2.693 -2.824 -0.158
C -2.925 -3.851 0.746
C -1.939 -4.090 1.695
C -0.782 -3.336 1.811
C -0.595 -2.236 0.935
O 0.430 -1.387 1.015
C 0.257 -3.675 2.876
C -0.026 -4.979 3.633
C 0.266 -2.524 3.895
C 1.629 -3.843 2.208
C -4.204 -4.670 0.661
C -4.329 -5.705 1.784
C -4.231 -5.410 -0.683
C -5.413 -3.725 0.748
H -2.804 1.028 3.784
H -1.142 0.608 4.210
H -2.015 -0.365 3.011
H -1.874 3.313 3.342
H -0.580 3.485 2.130
H -0.247 2.706 3.682
H -2.171 2.666 0.774
H -3.381 1.918 1.831
H -3.421 0.831 -0.346
H -2.814 -0.335 0.847
H -1.580 2.388 -1.095
H -2.007 1.167 -2.308
H -0.590 1.037 -4.066
H 2.924 3.397 -3.961
H 3.200 5.411 -3.041
H 4.543 4.301 -2.748
H 4.275 5.673 -1.676
H 1.263 5.516 -1.412
H 2.418 5.800 -0.106
H 1.243 4.485 0.017
H 4.424 2.676 -0.770
H 3.147 2.914 0.435
H 4.391 4.153 0.201
H 2.401 -0.127 -5.251
H 1.781 0.013 -6.897
H 0.667 -0.233 -5.554
H 3.632 2.087 -5.686
H 2.709 3.500 -6.220
H 2.884 2.107 -7.274
H -0.643 1.836 -6.161
H 0.426 2.140 -7.526
H 0.167 3.391 -6.307
H -0.346 -1.065 -1.566
H -2.103 -0.993 -1.855
H -3.404 -2.618 -0.945
H -2.079 -4.903 2.382
H -0.940 -4.922 4.220
H 0.798 -5.169 4.317
H -0.094 -5.824 2.951
H -0.615 -2.588 4.529
H 0.243 -1.570 3.370
H 1.149 -2.577 4.528
H 1.631 -4.750 1.607
H 2.410 -3.934 2.960
H 1.858 -3.010 1.549
H -3.526 -6.436 1.737
H -5.270 -6.238 1.673
H -4.327 -5.230 2.763
H -3.358 -6.051 -0.779
H -4.237 -4.711 -1.516
H -5.124 -6.027 -0.748
H -5.401 -3.175 1.688
H -6.334 -4.299 0.696
H -5.415 -3.010 -0.071
C 1.883 0.678 3.721
C 2.274 1.966 4.068
C 3.337 2.568 3.413
C 4.007 1.900 2.400
C 3.600 0.628 2.016
C 2.549 -0.001 2.688
H 1.183 0.145 4.354
H 1.798 2.470 4.899
H 3.671 3.548 3.717
H 4.865 2.357 1.933
H 4.153 0.081 1.261
H 2.381 -1.066 2.539

Löwdin population analysis, charges in e, atoms 1 to 8: number 1, Er, carries 1.443; number 2, C, carries -0.054; number 3, N, carries -0.333; number 4, C, carries -0.062; number 5, C, carries -0.167; number 6, C, carries -0.135; number 7, N, carries -0.240; number 8, C, carries -0.122